## a
{
  "formula": "C8H24F2InO4S4",
  "method": "ωB97M-V/def2-TZVPD",
  "symbols": ["In", "F", "F", "C", "S", "O", "C", "H", "H", "H", "H", "H", "H", "C", "S", "O", "C", "H", "H", "H", "H", "H", "H", "C", "S", "O", "C", "H", "H", "H", "H", "H", "H", "C", "S", "O", "C", "H", "H", "H", "H", "H", "H"],
  "xyz": [[-8.7272, -16.3019, -15.4744], [-7.0651, -14.1595, -15.2475], [-8.9063, -18.1250, -17.5834], [-13.5448, -18.5493, -15.0703], [-12.1247, -18.3951, -16.1832], [-11.0201, -17.8211, -15.3277], [-11.7387, -20.1597, -16.2291], [-13.3119, -19.0341, -14.1277], [-14.2855, -19.0837, -15.6702], [-13.9819, -17.5603, -14.9360], [-10.7603, -20.2068, -16.7096], [-12.5666, -20.6628, -16.7238], [-11.5466, -20.6132, -15.2558], [-5.5564, -16.2077, -11.0919], [-6.4323, -17.2448, -12.2961], [-7.1994, -16.3871, -13.2659], [-5.0305, -18.0086, -13.1385], [-6.3481, -15.7099, -10.5365], [-4.9164, -15.5069, -11.6261], [-4.9679, -16.8289, -10.4203], [-4.4543, -17.2955, -13.7257], [-5.4565, -18.8222, -13.7235], [-4.3644, -18.4826, -12.4169], [-7.1731, -16.4927, -19.7297], [-7.6901, -14.8563, -19.2390], [-8.2165, -14.9581, -17.8371], [-6.0541, -14.0964, -19.0176], [-6.6595, -17.0565, -18.9522], [-6.5072, -16.4852, -20.5950], [-8.0650, -17.0410, -20.0289], [-6.1028, -13.0958, -18.5853], [-5.4968, -14.0094, -19.9483], [-5.5397, -14.6327, -18.2181], [-13.4383, -15.2932, -17.2703], [-11.9572, -14.2916, -17.4919], [-10.8077, -15.0093, -16.8604], [-11.8606, -14.4379, -19.2909], [-13.2288, -16.2698, -17.7182], [-14.2041, -14.8501, -17.9029], [-13.5692, -15.4601, -16.2060], [-11.8155, -15.5189, -19.4383], [-11.0168, -13.9153, -19.7313], [-12.7715, -14.0486, -19.7454]],
  "charge": 1,
  "homo_energy_ev": -11.72,
  "homo_lumo_gap_ev": 4.626
}

## b
{
  "formula": "C8H24F2InO4S4",
  "method": "ωB97M-V/def2-TZVPD",
  "symbols": ["In", "F", "F", "C", "S", "O", "C", "H", "H", "H", "H", "H", "H", "C", "S", "O", "C", "H", "H", "H", "H", "H", "H", "C", "S", "O", "C", "H", "H", "H", "H", "H", "H", "C", "S", "O", "C", "H", "H", "H", "H", "H", "H"],
  "xyz": [[-0.6381, 0.5372, 0.5745], [-2.5621, 2.5048, -0.4049], [2.1908, 0.1788, -0.2544], [0.6732, -4.5936, 2.0347], [1.3104, -3.1797, 1.0398], [0.4285, -1.9803, 1.4406], [2.8195, -2.9460, 2.0708], [0.5405, -4.3832, 3.0959], [1.3943, -5.3834, 1.8244], [-0.2396, -4.9580, 1.5636], [3.2133, -1.9848, 1.7404], [3.4321, -3.8375, 1.9370], [2.6723, -2.7556, 3.1339], [-3.0097, 3.7926, 4.4063], [-1.5234, 2.8064, 3.8935], [-1.7322, 2.1134, 2.5961], [-0.2962, 4.1662, 3.6996], [-3.7830, 3.0385, 4.5527], [-3.2468, 4.4986, 3.6104], [-2.8352, 4.3239, 5.3419], [-0.5098, 4.8161, 2.8509], [0.6700, 3.6640, 3.6508], [-0.2440, 4.7897, 4.5921], [1.9754, 2.1111, -3.0330], [0.2766, 1.6941, -3.4734], [-0.4160, 1.1634, -2.1984], [-0.4320, 3.4325, -3.6379], [2.1110, 2.5979, -2.0671], [2.4703, 2.7668, -3.7494], [2.5506, 1.1853, -3.0342], [-1.5116, 3.4841, -3.7795], [-0.0039, 3.9966, -4.4665], [-0.3736, 3.9189, -2.6643], [-0.7784, -4.1567, -1.7507], [-1.3858, -2.5897, -2.4382], [-1.0623, -1.4733, -1.4423], [-0.2723, -2.5268, -3.8906], [0.2912, -4.0293, -1.5841], [-0.8439, -4.8776, -2.5656], [-1.2251, -4.2857, -0.7648], [0.6985, -2.5755, -3.3975], [-0.3884, -1.6558, -4.5356], [-0.4052, -3.4085, -4.5176]],
  "charge": 1,
  "homo_energy_ev": -11.68,
  "homo_lumo_gap_ev": 3.995
}

Of them, the most stable is a and the least stable is b.

## a
{
  "formula": "C2H7NS2",
  "method": "ωB97M-V/def2-TZVPD",
  "symbols": ["C", "C", "N", "S", "S", "H", "H", "H", "H", "H", "H", "H"],
  "xyz": [[-0.7463, 0.9386, -2.0650], [-0.7404, 1.3088, -0.6220], [1.2392, 1.8852, -0.5000], [-1.0248, 0.1925, 0.5946], [1.8879, 0.4965, 0.2891], [0.1500, 0.4656, -2.2518], [-0.7239, 1.8227, -2.7082], [-1.6531, 0.4725, -2.4398], [-1.0862, 2.3212, -0.4295], [1.1397, 2.6710, 0.0969], [0.2754, -0.5888, 0.3583], [1.7736, 0.9285, 1.5656]],
  "homo_energy_ev": -8.57,
  "homo_lumo_gap_ev": 9.131
}

## b
{
  "formula": "C2H7NS2",
  "method": "ωB97M-V/def2-TZVPD",
  "symbols": ["C", "S", "S", "H", "H", "H", "H", "C", "N", "H", "H", "H"],
  "xyz": [[0.7913, 0.2227, 1.9115], [0.6190, 1.0020, 0.2740], [-1.4127, 1.5986, 0.5569], [0.7223, 0.9340, 2.7143], [1.7797, -0.2386, 1.8502], [0.1273, -0.6233, 2.0639], [-2.0118, 0.6437, -0.2119], [0.4394, -3.3013, -2.1193], [0.5640, -2.0949, -1.6886], [1.0473, -4.0487, -1.5944], [-0.1840, -3.6709, -2.9528], [-0.1145, -1.4697, -2.0960]],
  "homo_energy_ev": -8.91,
  "homo_lumo_gap_ev": 9.428
}

## c
{
  "formula": "C2H7NS2",
  "method": "ωB97M-V/def2-TZVPD",
  "symbols": ["C", "N", "H", "H", "H", "C", "S", "S", "H", "H", "H", "H"],
  "xyz": [[1.1515, 1.4676, 2.3558], [1.8664, 1.1140, 1.3667], [0.9101, 2.5257, 2.4898], [0.7214, 0.7601, 3.0678], [1.5559, 0.1807, 1.0784], [-0.3025, -0.5151, -1.9728], [-1.5266, 0.1766, -0.8041], [-2.3523, -1.5677, -0.0010], [-0.3397, -1.5839, -2.1555], [-0.3764, -0.0033, -2.9276], [0.6190, -0.1950, -1.4924], [-1.9268, -2.3598, -1.0050]],
  "homo_energy_ev": -8.22,
  "homo_lumo_gap_ev": 8.690
}

## d
{
  "formula": "C2H7NS2",
  "method": "ωB97M-V/def2-TZVPD",
  "symbols": ["S", "S", "H", "H", "C", "C", "N", "H", "H", "H", "H", "H"],
  "xyz": [[1.3209, 0.0228, -1.5880], [0.8936, 1.5623, -0.2849], [0.0785, -0.4807, -1.5992], [2.1807, 1.8580, -0.0802], [-0.4314, -1.4296, 1.7808], [-1.7328, -1.5130, 1.5042], [-2.3960, -0.6094, 0.6222], [0.0734, -0.4882, 1.5727], [0.2239, -2.1493, 2.2477], [-2.3605, -2.0831, 2.1868], [-2.0312, 0.3258, 0.7667], [-3.3851, -0.7903, 0.6685]],
  "homo_energy_ev": -8.39,
  "homo_lumo_gap_ev": 8.764
}

Of them, the most stable is b and the least stable is a.

## a
{
  "formula": "H6O3",
  "method": "ωB97M-V/def2-TZVPD",
  "symbols": ["O", "H", "H", "O", "H", "H", "O", "H", "H"],
  "xyz": [[-1.9109, 0.1881, 0.6310], [-2.5465, 0.0821, 1.2980], [-2.2844, -0.2082, -0.1519], [0.8547, 0.7085, 0.3915], [0.8969, 1.6459, 0.5388], [-0.0161, 0.4724, 0.7095], [1.6800, -0.9428, -1.5406], [1.4188, -0.2803, -0.9109], [1.9074, -1.6656, -0.9655]],
  "homo_energy_ev": -10.47,
  "homo_lumo_gap_ev": 10.948
}

## b
{
  "formula": "H6O3",
  "method": "ωB97M-V/def2-TZVPD",
  "symbols": ["O", "H", "H", "O", "H", "H", "O", "H", "H"],
  "xyz": [[-1.9855, 0.6926, 0.2132], [-1.7298, 0.2180, -0.5778], [-2.3450, 0.0196, 0.7912], [1.9147, -0.6882, -0.7823], [1.2959, -0.4563, -0.0899], [1.5425, -1.4735, -1.1836], [0.6354, 0.2415, 0.4451], [-0.1503, 0.5934, 0.0266], [0.8220, 0.8528, 1.1577]],
  "homo_energy_ev": -9.47,
  "homo_lumo_gap_ev": 9.840
}

## c
{
  "formula": "H6O3",
  "method": "ωB97M-V/def2-TZVPD",
  "symbols": ["O", "H", "H", "O", "H", "H", "O", "H", "H"],
  "xyz": [[-14.9850, -0.1160, 20.3310], [-14.9320, -0.0910, 21.3110], [-14.4820, 0.6130, 20.0050], [-11.2820, 0.4650, 23.1940], [-11.2160, 0.5730, 22.2470], [-10.5520, 0.8960, 23.5640], [-14.3930, 0.1820, 23.1000], [-14.6660, -0.1540, 23.9660], [-13.4440, 0.2040, 23.0480]],
  "homo_energy_ev": -10.73,
  "homo_lumo_gap_ev": 11.197
}

## d
{
  "formula": "H6O3",
  "method": "ωB97M-V/def2-TZVPD",
  "symbols": ["H", "H", "H", "H", "H", "H", "O", "O", "O"],
  "xyz": [[1.6882, -1.1081, 0.6392], [0.2574, -0.6528, 0.2398], [-2.2960, -0.6874, -0.1987], [-3.0604, -1.7761, -0.6612], [1.1855, 2.2610, -0.5715], [1.4859, 2.4720, 1.0408], [1.0646, -1.1108, -0.0964], [-2.1287, -1.4934, -0.6186], [1.8036, 2.0955, 0.2266]],
  "homo_energy_ev": -10.87,
  "homo_lumo_gap_ev": 11.353
}

Of them, the most stable is a and the least stable is b.

## a
{
  "formula": "C15H22N5O4S2Ti",
  "method": "ωB97M-V/def2-TZVPD",
  "symbols": ["Ti", "S", "C", "C", "C", "C", "C", "N", "H", "H", "H", "H", "O", "N", "O", "O", "S", "C", "C", "N", "C", "H", "H", "H", "C", "C", "C", "C", "O", "H", "H", "H", "H", "H", "H", "H", "H", "H", "C", "N", "C", "C", "N", "H", "H", "H", "H", "H", "H"],
  "xyz": [[0.2918, 0.3652, -0.2447], [-1.3960, -1.7654, 0.3742], [-0.9030, -1.1049, 1.8866], [-1.3468, -1.5244, 3.1587], [-0.8766, -0.8992, 4.2828], [0.0354, 0.1604, 4.1738], [0.4233, 0.5401, 2.9152], [-0.0374, -0.0749, 1.8140], [-2.0521, -2.3421, 3.2123], [-1.2157, -1.2256, 5.2586], [0.4237, 0.6684, 5.0443], [1.1209, 1.3487, 2.7400], [2.7205, 1.8398, -1.4326], [1.6447, 1.8684, -0.8773], [1.5112, 1.8063, 0.4638], [0.5060, 2.1381, -1.4682], [-2.9991, 3.4487, 1.0346], [-3.8600, 2.0444, 0.5836], [-3.0039, 1.1154, 0.0975], [-1.6830, 1.5071, 0.0806], [-1.5559, 2.7218, 0.5501], [-4.9286, 1.9664, 0.6882], [-3.2534, 0.1278, -0.2533], [-0.5961, 3.2139, 0.6095], [2.6355, -2.5535, 0.8128], [2.3628, -2.0122, -0.5826], [3.6365, -1.5241, -1.2554], [1.6483, -3.0451, -1.4396], [1.5066, -0.8868, -0.4267], [3.2847, -3.4309, 0.7635], [1.6964, -2.8402, 1.2886], [3.1212, -1.7959, 1.4291], [4.3241, -2.3613, -1.4008], [4.1292, -0.7583, -0.6566], [3.4110, -1.0874, -2.2301], [2.2858, -3.9245, -1.5587], [1.4295, -2.6390, -2.4288], [0.7084, -3.3430, -0.9770], [1.6424, 0.8955, -4.8770], [0.5328, -0.0402, -4.7072], [0.1089, -0.8844, -5.8131], [-0.0077, -0.1714, -3.5166], [-0.4304, -0.2551, -2.4450], [1.3944, 1.6267, -5.6480], [2.5438, 0.3532, -5.1691], [1.8228, 1.4105, -3.9361], [-0.1290, -0.2619, -6.6768], [-0.7802, -1.4388, -5.5252], [0.8963, -1.5914, -6.0832]],
  "s2": 0.758,
  "homo_energy_ev": [-6.80, -7.33],
  "homo_lumo_gap_ev": [7.306, 7.461],
  "multiplicity": 2
}

## b
{
  "formula": "C15H22N5O4S2Ti",
  "method": "ωB97M-V/def2-TZVPD",
  "symbols": ["Ti", "S", "C", "C", "C", "C", "C", "N", "H", "H", "H", "H", "O", "N", "O", "O", "S", "C", "C", "N", "C", "H", "H", "H", "C", "C", "C", "C", "O", "H", "H", "H", "H", "H", "H", "H", "H", "H", "C", "N", "C", "C", "N", "H", "H", "H", "H", "H", "H"],
  "xyz": [[0.9357, 0.1058, 0.6957], [3.3660, 0.8905, -0.1424], [2.5960, 2.3352, 0.4236], [3.1017, 3.6479, 0.3183], [2.4106, 4.6869, 0.8848], [1.2088, 4.4519, 1.5686], [0.7479, 3.1621, 1.6147], [1.4104, 2.1508, 1.0383], [4.0374, 3.8005, -0.2010], [2.7974, 5.6958, 0.8084], [0.6585, 5.2498, 2.0448], [-0.1775, 2.8984, 2.1125], [0.3162, -2.0004, 3.0228], [0.8908, -1.0413, 2.5914], [2.0120, -1.1174, 1.9086], [0.4937, 0.1834, 2.7513], [2.0856, -4.5585, 0.2811], [3.0088, -3.4990, -0.6892], [2.2689, -2.4066, -0.9974], [0.9952, -2.3889, -0.4804], [0.7811, -3.4774, 0.2024], [4.0273, -3.7147, -0.9624], [2.5920, -1.5754, -1.6078], [-0.1562, -3.6992, 0.6933], [-0.9805, -0.2042, -2.7340], [-0.2546, 0.9690, -2.0891], [0.7216, 1.6015, -3.0737], [-1.2494, 2.0090, -1.5918], [0.4981, 0.4797, -1.0026], [-1.5545, 0.1282, -3.6019], [-1.6610, -0.6685, -2.0175], [-0.2636, -0.9614, -3.0531], [0.1878, 2.0256, -3.9281], [1.4317, 0.8570, -3.4350], [1.2875, 2.3936, -2.5819], [-1.9261, 2.3061, -2.3962], [-0.7266, 2.8985, -1.2340], [-1.8432, 1.6065, -0.7690], [-4.1312, -2.2610, 0.4226], [-3.1193, -2.0083, 1.4464], [-3.0776, -2.8888, 2.6103], [-2.0985, -1.2450, 1.1347], [-1.2534, -0.5343, 0.7989], [-5.1031, -2.3377, 0.9085], [-3.9244, -3.1886, -0.1162], [-4.1514, -1.4337, -0.2822], [-4.0101, -2.7852, 3.1648], [-2.2425, -2.6108, 3.2464], [-2.9640, -3.9280, 2.2936]],
  "s2": 0.756,
  "homo_energy_ev": [-7.14, -7.14],
  "homo_lumo_gap_ev": [7.414, 7.221],
  "multiplicity": 2
}

Of them, the most stable is a and the least stable is b.

## a
{
  "formula": "C2H12O3S2",
  "method": "ωB97M-V/def2-TZVPD",
  "symbols": ["C", "C", "S", "S", "H", "H", "H", "H", "H", "H", "H", "H", "O", "H", "H", "O", "H", "H", "O"],
  "xyz": [[2.0281, -1.4870, 0.6049], [0.7011, -0.7697, 0.5344], [0.0655, -0.3899, 2.2157], [-1.5870, 1.0182, 1.8218], [1.9453, -2.3377, 1.2632], [2.6434, -0.7455, 1.1517], [2.4521, -1.6506, -0.3919], [-0.1136, -1.3835, 0.1206], [0.7821, 0.0856, -0.1521], [-2.2041, 0.2784, 0.7898], [-1.2526, 1.8560, -2.1970], [-0.0407, 1.0486, -2.2276], [-0.9954, 0.9855, -1.8884], [-1.0768, -1.0380, -2.4452], [-1.3694, -2.1053, -3.4588], [-0.8503, -1.9532, -2.6904], [2.2899, 1.1120, -2.0811], [2.1726, 2.5782, -2.4943], [2.0634, 1.6912, -2.8352]],
  "homo_energy_ev": -8.54,
  "homo_lumo_gap_ev": 8.749
}

## b
{
  "formula": "C2H12O3S2",
  "method": "ωB97M-V/def2-TZVPD",
  "symbols": ["C", "C", "S", "S", "H", "H", "H", "H", "H", "H", "H", "H", "O", "H", "H", "O", "H", "H", "O"],
  "xyz": [[2.1360, -0.2933, -0.2250], [1.9621, -1.6980, 0.3098], [0.4742, -2.5339, -0.4050], [-1.3564, -1.7288, -0.8217], [1.3454, 0.3744, 0.1010], [2.2539, -0.1915, -1.3033], [3.0405, 0.1078, 0.2521], [1.7954, -1.6917, 1.3845], [2.7965, -2.3668, 0.1495], [-0.9102, -0.4326, -0.8610], [-3.2115, 1.4315, -0.2345], [-2.1699, 1.0560, 0.7286], [-2.8773, 1.6842, 0.6321], [-0.8850, 1.5797, -1.6627], [-1.6243, 2.8071, -2.0185], [-1.7456, 1.8584, -1.9731], [-1.0035, 0.2982, 2.2564], [0.1564, -0.0866, 1.3956], [-0.1765, -0.1743, 2.2951]],
  "homo_energy_ev": -8.24,
  "homo_lumo_gap_ev": 8.257
}

Of them, the most stable is a and the least stable is b.